[1]
Here is an isolated molecule of C25H23Cl2NO6 from the Open Molecules 2025 dataset. Energies are from ωB97M-V with the def2-TZVPD basis set.

```
57
C25H23Cl2NO6 | the Open Molecules 2025 dataset | ωB97M-V with the def2-TZVPD basis set
C -2.6893 4.3343 -1.4782
O -3.3743 3.5265 -0.5567
C -3.9433 4.1198 0.5400
C -3.8634 5.4646 0.8529
C -4.4766 5.9539 1.9981
C -5.1761 5.1154 2.8477
C -5.8509 5.6339 4.0812
C -5.2595 3.7621 2.5340
C -4.6559 3.2566 1.3965
N -4.7078 1.9093 1.0207
C -5.2289 0.8691 1.7025
O -5.8019 0.9215 2.7690
C -5.0430 -0.4711 0.9652
O -3.6758 -0.8397 0.8242
C -3.0229 -0.4158 -0.2669
O -3.5290 0.3129 -1.0955
C -1.6484 -0.9338 -0.3491
C -1.1167 -1.7840 0.6086
C 0.1818 -2.2464 0.4753
C 0.9625 -1.8691 -0.6076
O 2.2345 -2.2681 -0.8328
C 2.8884 -3.0592 0.1413
C 4.3256 -3.1970 -0.2819
C 4.8410 -4.4143 -0.7042
C 6.1580 -4.5397 -1.1074
C 6.9766 -3.4212 -1.0971
Cl 8.6198 -3.5564 -1.5969
C 6.4911 -2.1896 -0.6882
C 5.1697 -2.0876 -0.2844
Cl 4.5785 -0.5545 0.2247
C 0.4233 -0.9976 -1.5879
O 1.2599 -0.6806 -2.6087
C 0.7860 0.1896 -3.6081
C -0.8707 -0.5430 -1.4450
H -1.8148 4.8119 -1.0235
H -2.3633 3.6601 -2.2687
H -3.3430 5.1025 -1.9041
H -3.3234 6.1465 0.2151
H -4.4000 7.0078 2.2220
H -5.5798 6.6699 4.2678
H -6.9332 5.5739 3.9703
H -5.5735 5.0351 4.9464
H -5.7988 3.0906 3.1812
H -4.2794 1.7249 0.1157
H -5.5072 -1.2593 1.5604
H -5.5116 -0.4086 -0.0243
H -1.7146 -2.0838 1.4534
H 0.5784 -2.9107 1.2263
H 2.8377 -2.5687 1.1242
H 2.4186 -4.0492 0.2099
H 4.1990 -5.2820 -0.7164
H 6.5461 -5.4923 -1.4301
H 7.1302 -1.3214 -0.6830
H 1.6097 0.3037 -4.3108
H -0.0805 -0.2299 -4.1288
H 0.5221 1.1686 -3.1954
H -1.3225 0.1212 -2.1637
```

Computed properties:
HOMO-LUMO gap, eV: 8.5
LUMO level, eV: 0.51
HOMO energy, eV: -7.9
SMILES string: COc1ccc(C)cc1NC(=O)COC(=O)c1ccc(OCc2ccc(Cl)cc2Cl)c(OC)c1

---

[2]
Here is C25H23KN8O2S5 as an isolated structure from the Open Molecules 2025 dataset. Energies are from ωB97M-V with the def2-TZVPD basis set.

```
64
C25H23KN8O2S5 | the Open Molecules 2025 dataset | ωB97M-V with the def2-TZVPD basis set
K 0.5072 0.2152 -0.8853
N 8.3925 -1.2435 -1.7493
C 7.0199 -1.5835 -1.7124
C 6.0511 -0.6286 -2.0114
C 4.7097 -0.9661 -1.9987
C 4.3209 -2.2622 -1.6911
C 5.2769 -3.2154 -1.3917
C 6.6233 -2.8826 -1.4120
S 2.5770 -2.6425 -1.6025
O 2.4761 -4.0787 -1.4468
O 1.9873 -2.0518 -2.7853
N 2.0131 -1.7995 -0.3935
C 2.3485 -1.9762 0.8827
N 1.6655 -1.1661 1.7438
C 1.9365 -1.2910 3.0204
C 2.8755 -2.1933 3.5234
C 3.5335 -2.9490 2.5695
N 3.2956 -2.8607 1.2718
H 8.5394 -0.2607 -1.5658
H 8.9320 -1.7863 -1.0896
H 6.3437 0.3907 -2.2355
H 3.9613 -0.2117 -2.2080
H 4.9489 -4.2120 -1.1289
H 7.3714 -3.6331 -1.1786
H 1.3913 -0.6316 3.6934
H 3.0863 -2.2777 4.5801
H 4.2985 -3.6647 2.8665
C -2.8052 -2.1801 2.8537
C -3.6621 -3.0012 2.1374
C -3.4672 -3.1471 0.7752
C -2.4123 -2.4587 0.1719
N -1.5901 -1.6706 0.8637
C -1.7833 -1.5384 2.1642
C -2.1504 -2.5276 -1.2906
C -2.5919 -3.5704 -2.0998
C -2.2486 -3.5442 -3.4428
C -1.4878 -2.4972 -3.9299
C -1.1016 -1.4962 -3.0444
N -1.4322 -1.5129 -1.7648
H -2.9212 -2.0237 3.9179
H -4.4802 -3.5134 2.6304
H -4.1310 -3.7617 0.1830
H -1.0879 -0.8784 2.6713
H -3.1560 -4.3990 -1.6937
H -2.5595 -4.3545 -4.0922
H -1.1695 -2.4510 -4.9619
H -0.5076 -0.6529 -3.3748
S 2.2252 2.8666 -0.1774
S 1.6394 3.4183 -2.1547
S -0.3715 3.6733 -2.3018
S -1.3594 1.9060 -2.9305
N -0.5560 3.4857 1.6026
C -1.7783 3.0399 1.1607
C -2.9200 3.8570 1.2497
C -4.1324 3.3546 0.8326
C -4.2000 2.0584 0.3340
C -3.0199 1.3333 0.2856
N -1.8475 1.7881 0.7058
H -0.4512 4.4878 1.5396
H 0.2507 3.0496 1.1380
H -2.8314 4.8687 1.6265
H -5.0185 3.9786 0.8801
H -5.1190 1.6325 -0.0446
H -3.0086 0.3370 -0.1420
```

Computed properties:
HOMO-LUMO gap, eV: 4.5
LUMO level, eV: 3.98
HOMO energy, eV: -0.5
Total charge: -2
Relative energy (zero: lowest compared OMol25 entry of this formula, charge and spin), kJ/mol: 26.6

---

[3]
Here is a 2-piece molecular cluster, C25H23N2O overall at a distorted geometry from the Open Molecules 2025 dataset. Energies are from ωB97M-V with the def2-TZVPD basis set.

```
51
C25H23N2O | the Open Molecules 2025 dataset | ωB97M-V with the def2-TZVPD basis set
C 0.8760 -3.4086 0.4389
C -0.4358 -2.7561 0.3659
N -0.7989 -1.4894 0.2304
C -2.1852 -1.4673 0.3176
C -2.6652 -2.7533 0.4577
C -4.0125 -3.3653 0.5374
N -1.5472 -3.5341 0.4956
H 1.6961 -2.6808 0.4347
H 0.9162 -3.9902 1.3647
H 0.9817 -4.0823 -0.4156
H -2.7616 -0.5464 0.2831
H -4.7943 -2.5889 0.5535
H -4.2074 -4.0253 -0.3323
H -4.1220 -3.9822 1.4502
H -1.5221 -4.5554 0.6230
C -3.2862 5.3914 0.0675
O -3.2615 4.1964 -0.7467
C -2.3649 3.2107 -0.4910
C -2.3212 2.1095 -1.3875
C -1.3730 1.1257 -1.2347
C -0.4266 1.1744 -0.1823
C 0.6654 0.2290 -0.1266
C 1.5430 0.0665 1.0291
C 2.8287 -0.3722 0.5625
C 3.9262 -0.4441 1.4127
C 3.7428 -0.1427 2.7644
C 2.4881 0.2775 3.2365
C 1.3810 0.3918 2.3794
C 2.7595 -0.5122 -0.8839
C 1.4352 -0.1420 -1.3121
C 1.2170 0.0756 -2.6769
C 2.2481 -0.2133 -3.5848
C 3.5120 -0.6402 -3.1536
C 3.7897 -0.7490 -1.7856
C -0.5122 2.2479 0.7381
C -1.4649 3.2450 0.5982
H -4.0825 5.9879 -0.3862
H -3.5379 5.1624 1.1103
H -2.3375 5.9326 0.0190
H -3.0390 2.0804 -2.1966
H -1.3526 0.3047 -1.9454
H 4.8931 -0.7385 0.9993
H 4.5860 -0.2244 3.4543
H 2.3741 0.5300 4.2871
H 0.4190 0.7412 2.7515
H 0.2827 0.4939 -3.0296
H 2.0642 -0.0895 -4.6503
H 4.2947 -0.8642 -3.8828
H 4.7758 -1.0205 -1.4054
H 0.2261 2.3376 1.5321
H -1.5103 4.0660 1.3152
```

Computed properties:
HOMO-LUMO gap, eV: 6.6
LUMO level, eV: -4.68
HOMO energy, eV: -11.3
Total charge: +1
Relative energy (zero: lowest compared OMol25 entry of this formula, charge and spin), kJ/mol: 0.0

---

[4]
Here is C25H24AuFN4 as an isolated structure from the Open Molecules 2025 dataset. Energies are from ωB97M-V with the def2-TZVPD basis set.

```
55
C25H24AuFN4 | the Open Molecules 2025 dataset | ωB97M-V with the def2-TZVPD basis set
Au 0.1574 -0.6581 -0.4369
C 2.4818 0.4311 1.6616
N 1.7398 -0.7735 1.2522
C 2.6107 -1.7604 0.5755
C 2.8921 -1.3551 -0.8550
C 4.1425 -1.4800 -1.4251
C 4.3296 -1.1326 -2.7560
C 3.2537 -0.6462 -3.4803
C 2.0276 -0.5370 -2.8568
N 1.8464 -0.8977 -1.5816
C 0.8770 -1.3391 2.3068
C -0.4961 -0.7080 2.3442
C -1.1192 -0.4127 3.5377
C -2.4126 0.0953 3.5324
C -3.0452 0.3058 2.3215
C -2.3674 0.0028 1.1546
N -1.1333 -0.5059 1.1655
C 1.8772 1.7492 1.2194
C 2.4231 2.9340 1.6990
C 1.8908 4.1335 1.2631
C 0.8273 4.1107 0.3685
C 0.3494 2.8859 -0.0476
N 0.8639 1.7213 0.3653
H 3.4946 0.3639 1.2574
H 2.5927 0.4345 2.7499
H 2.0984 -2.7251 0.5667
H 3.5572 -1.9033 1.1039
H 4.9624 -1.8512 -0.8263
H 5.3026 -1.2348 -3.2165
H 3.3521 -0.3473 -4.5134
H 1.1695 -0.1491 -3.3856
H 1.3386 -1.2534 3.2932
H 0.7458 -2.4049 2.1052
H -0.5936 -0.5841 4.4668
H -2.9120 0.3243 4.4639
H -4.0462 0.7071 2.2669
H -2.8107 0.1673 0.1831
H 3.2493 2.9109 2.3973
H 2.2954 5.0724 1.6160
H 0.3796 5.0245 0.0064
H -0.4839 2.8243 -0.7379
F -6.4555 -0.0566 -1.3866
C -5.1706 -0.3663 -1.5335
C -4.3339 0.5478 -2.1564
C -2.9985 0.2173 -2.3026
C -2.5068 -1.0076 -1.8345
C -1.0877 -1.3429 -1.9842
C -3.3865 -1.9078 -1.2249
C -4.7236 -1.5937 -1.0678
H -4.7385 1.4802 -2.5241
H -2.3319 0.9134 -2.7978
H -0.6365 -0.8673 -2.8518
H -0.8948 -2.4134 -1.9752
H -3.0198 -2.8655 -0.8771
H -5.4240 -2.2767 -0.6085
```

Computed properties:
HOMO-LUMO gap (alpha / beta), eV: 7.4 / 7.4
LUMO level (alpha / beta), eV: -6.88 / -6.88
HOMO energy (alpha / beta), eV: -14.2 / -14.2
Total charge: +2
Relative energy (zero: lowest compared OMol25 entry of this formula, charge and spin), kJ/mol: 3.1